No. 1
{"formula": "C3H3LiNaO3", "method": "ωB97M-V/def2-TZVPD", "s_squared": 0.75, "lumo_energy_ev": [-8.28, -9.03], "e_above_lowest_kcal_mol": 47.88, "spin_multiplicity": 2, "total_charge": 2, "species": ["Na", "O", "O", "O", "C", "C", "C", "Li", "H", "H", "H"], "coordinates": [[-3.6190, -0.9729, -0.2507], [-0.8525, -0.4625, -0.0474], [0.5782, 1.2518, 0.2841], [3.5849, -0.3801, -0.2726], [2.6860, 0.5075, -0.5072], [1.7430, 0.4479, 0.5582], [-0.5388, 0.7073, 0.0557], [0.4433, -2.0170, 0.4381], [2.3435, 0.6659, -1.5391], [2.8498, -0.7888, 0.7162], [1.9899, 0.5107, 1.6210]], "atomic_forces_ev_per_a": [[-0.12, 0.14, -0.07], [-0.24, -0.56, 0.25], [-1.12, 0.59, 0.29], [-0.72, -1.48, 2.55], [-2.77, -2.81, 1.47], [-0.41, 0.88, -1.21], [0.33, 0.02, -0.10], [0.02, 0.44, -0.13], [1.13, 1.40, 0.08], [3.44, 0.89, -2.88], [0.48, 0.48, -0.25]], "nbo_charge": [0.997, -0.792, -0.451, -0.529, 0.365, -0.425, 0.882, 0.968, 0.238, 0.468, 0.279]}

No. 2
{"formula": "C3H3LiNaO5", "method": "ωB97M-V/def2-TZVPD", "lumo_energy_ev": [-3.91, -3.91], "total_charge": 1, "species": ["Na", "O", "O", "O", "O", "O", "C", "C", "C", "Li", "H", "H", "H"], "coordinates": [[-1.5801, -1.4018, -2.9052], [0.5987, -0.5917, 1.6534], [-0.4101, 1.1824, 2.2675], [1.5555, 1.3286, 1.3973], [-0.7810, -0.2632, -0.3555], [-1.2944, -1.5918, -0.5795], [0.6873, 0.6227, 2.1072], [1.5201, 0.9025, 0.0304], [0.5110, -0.2500, 0.0566], [-1.3559, 2.6021, 2.9883], [1.0055, -0.9784, -0.6062], [1.1721, 1.6683, -0.6688], [2.5081, 0.5499, -0.2807]], "atomic_forces_ev_per_a": [[0.00, -0.15, 0.94], [1.01, -1.82, -0.31], [-0.47, 1.64, 3.97], [2.50, 2.30, 0.60], [1.07, 2.36, 1.06], [0.47, -0.04, -0.99], [-3.68, -0.21, -6.05], [-1.22, -0.08, 0.45], [0.25, -2.75, -1.52], [0.31, -0.57, -0.24], [-0.09, -1.05, 1.41], [0.16, 0.45, 0.51], [-0.31, -0.07, 0.18]], "nbo_charge": [0.974, -0.524, -0.778, -0.515, -0.322, -0.674, 1.013, -0.109, 0.335, 0.987, 0.184, 0.210, 0.220]}

No. 3
{"formula": "C3H3LiO2Tm", "method": "ωB97M-V/def2-TZVPD", "s_squared": 3.79, "lumo_energy_ev": [-10.22, -10.49], "e_above_lowest_kcal_mol": 0.00, "spin_multiplicity": 4, "total_charge": 2, "species": ["Tm", "O", "O", "C", "C", "C", "Li", "H", "H", "H"], "coordinates": [[2.8830, 0.0400, 0.4373], [-1.4754, 1.3597, -1.7879], [0.5669, 0.1994, -0.2214], [-1.3518, -0.9359, -1.0890], [-0.3311, -0.7634, -0.2047], [-2.0173, 0.2897, -1.5529], [-0.0003, 1.6504, -1.2511], [-0.0071, -1.7870, 0.1297], [-1.5652, -1.9130, -1.5200], [-3.1193, 0.1995, -1.7263]], "atomic_forces_ev_per_a": [[-1.71, -0.21, -0.23], [-0.74, 2.58, -0.68], [2.74, 2.17, 0.98], [-1.32, 1.91, -0.52], [0.83, -4.09, -0.62], [-1.10, -4.36, -0.42], [1.91, 1.01, 0.67], [0.30, 0.90, 0.13], [-1.06, 0.21, 0.96], [0.13, -0.12, -0.26]], "nbo_charge": [1.916, -0.449, -1.075, -0.319, 0.109, 0.079, 0.957, 0.156, 0.284, 0.341]}

No. 4
{"formula": "C3H3LiO3Pr", "method": "ωB97M-V/def2-TZVPD", "s_squared": 3.97, "lumo_energy_ev": [-21.37, -16.66], "spin_multiplicity": 4, "total_charge": 4, "species": ["Pr", "O", "O", "O", "C", "C", "C", "Li", "H", "H", "H"], "coordinates": [[-0.5838, -3.4849, 3.4218], [0.1600, -1.5423, 1.7837], [0.9526, 0.1574, 0.5377], [-1.0934, -0.5480, 0.2082], [0.5400, 0.9621, -0.4151], [-0.0282, -0.7554, 0.8873], [-0.8743, 0.5979, -0.6429], [1.7393, 2.7153, -0.9888], [-1.5736, 1.4028, -0.3664], [1.8071, 0.1756, -2.7310], [-1.0458, 0.3194, -1.6946]], "atomic_forces_ev_per_a": [[0.22, 0.09, -0.02], [-0.36, -0.68, 0.12], [1.09, 1.16, -1.22], [-0.12, 0.09, -0.13], [-0.48, -1.61, 1.07], [-0.66, -0.34, 1.17], [-0.13, 0.15, -0.70], [0.60, 1.05, -0.16], [-0.05, 0.04, -0.11], [0.10, 0.00, -0.09], [-0.21, 0.06, 0.06]], "nbo_charge": [2.295, -0.711, -0.400, -0.358, 0.324, 1.034, -0.281, 0.984, 0.349, 0.436, 0.329]}

Question: Number 3 is which compound?
Answer: C3H3LiO2Tm